1.
The following is a quantum chemistry calculation of a structure of composition C26H35BIrN10O4, from OMol25.

The geometry in XYZ format:
```
77
Properties=species:S:1:pos:R:3:forces:R:3:lowdin_charge:R:1
Ir -0.507834 -0.236770 0.464290 -0.2 -0.4 0.3 1.63
C -3.442477 -0.566400 2.593887 0.0 0.0 -0.1 0.02
C -2.581796 -1.723780 2.235805 -0.2 -0.2 0.2 -0.24
C -2.807323 -3.039588 2.568241 0.0 0.2 0.1 0.07
C -1.771437 -3.785135 1.996755 0.2 0.0 -0.1 -0.20
C -1.555741 -5.253149 2.041151 0.0 0.0 0.0 0.02
N -0.953591 -2.941773 1.358479 -0.3 -0.1 0.1 0.06
N -1.432611 -1.663420 1.496432 0.3 0.3 -0.5 -0.06
B 0.204485 -3.250819 0.374649 0.2 0.0 -0.1 -0.48
N 1.428487 -2.445678 0.823331 -0.1 -0.1 0.0 0.04
N 1.293212 -1.101468 0.928925 0.3 0.1 0.0 -0.07
C 2.495741 -0.595463 1.261483 0.0 0.0 0.1 -0.30
C 2.803498 0.851953 1.475467 -0.1 0.0 0.0 -0.03
C 3.397576 -1.648620 1.381312 0.0 0.1 0.0 0.05
C 2.691897 -2.802998 1.095954 0.0 -0.1 0.0 -0.23
C 3.154855 -4.219025 1.063806 0.0 0.0 0.0 0.01
N -0.225897 -2.727911 -1.008541 -0.1 0.0 -0.1 0.05
N -0.652730 -1.437821 -1.137891 -0.1 -0.1 -0.2 -0.08
C -1.133358 -1.274612 -2.393056 0.1 0.0 0.2 -0.27
C -1.709752 -0.009672 -2.927113 0.0 0.0 0.0 -0.01
C -0.985577 -2.475732 -3.066237 0.0 -0.2 0.0 0.06
C -0.424530 -3.375324 -2.165935 0.0 0.1 -0.1 -0.23
C -0.086393 -4.809638 -2.366457 0.0 0.0 0.0 0.01
H -4.122262 -0.864013 3.388752 0.0 0.0 0.0 0.10
H -4.037639 -0.250148 1.735336 0.0 0.0 0.0 0.11
H -2.872746 0.285912 2.950025 0.1 0.0 0.1 0.07
H -3.619666 -3.419531 3.163839 0.0 0.0 0.0 0.14
H -2.254062 -5.704770 2.740873 0.0 0.0 0.0 0.10
H -0.539698 -5.494000 2.351181 0.0 0.0 0.0 0.10
H -1.720323 -5.697761 1.058411 0.0 0.0 0.0 0.10
H 0.425948 -4.415501 0.336213 0.0 0.0 0.0 0.13
H 2.016792 1.512818 1.122246 0.0 0.0 0.0 0.04
H 3.724785 1.102868 0.951131 0.0 0.0 0.0 0.10
H 2.988856 1.060804 2.531116 0.0 0.0 0.0 0.09
H 4.439593 -1.576217 1.642512 0.0 0.0 0.0 0.13
H 4.203449 -4.268831 1.345245 0.0 0.0 0.0 0.10
H 3.048468 -4.644882 0.066052 0.0 0.0 0.0 0.09
H 2.584726 -4.836945 1.757133 0.0 0.0 0.0 0.09
H -1.775252 0.768063 -2.175588 0.0 0.0 0.0 0.04
H -2.720502 -0.198321 -3.289363 0.0 0.0 0.0 0.11
H -1.122151 0.335387 -3.779379 0.0 0.0 0.0 0.10
H -1.264426 -2.679869 -4.085924 0.0 0.0 0.0 0.13
H -0.254159 -5.082911 -3.404772 0.0 0.0 0.0 0.10
H -0.707904 -5.450301 -1.740011 0.0 0.0 0.0 0.09
H 0.955898 -5.008199 -2.118167 0.0 0.0 0.0 0.09
O -3.164314 4.529350 2.500527 0.1 0.0 0.0 0.16
C -2.207741 4.140010 3.327968 -0.2 -0.1 0.0 -0.48
O -1.943327 4.698875 4.352050 0.0 0.0 0.0 0.16
C -1.430023 2.908103 2.955986 0.1 0.0 0.0 -0.01
C -0.434128 2.380492 3.766597 0.0 0.1 0.0 0.07
N 0.060548 1.290371 3.161184 -0.1 0.2 -0.1 0.09
N -0.562536 1.090091 1.993265 0.1 0.0 0.2 -0.11
C -1.477276 2.048924 1.859405 0.0 -0.1 0.1 -0.14
C -2.399706 1.879236 0.692031 -0.1 0.4 0.0 -0.54
O -3.245671 2.706331 0.427384 0.1 -0.1 0.1 0.13
O -2.220431 0.764090 0.041529 -0.1 -0.2 -0.1 -0.17
H -3.265810 3.945996 1.716682 0.0 0.0 0.0 0.08
H -0.075168 2.732615 4.720867 0.0 0.0 0.0 0.16
H 0.795919 0.671445 3.467585 0.0 0.0 0.0 0.17
N 0.372626 1.184370 -0.659206 0.1 0.0 -0.1 0.07
C 0.640294 1.916965 -1.524057 -0.1 -0.1 0.1 -0.16
N 0.918477 2.742681 -2.458505 0.0 0.1 0.0 -0.04
C 0.061542 3.936618 -2.698894 0.0 0.0 0.0 -0.10
C 0.878758 5.199255 -2.480031 0.0 0.0 0.0 -0.16
C 2.157968 5.174372 -3.314179 0.0 0.0 0.0 -0.18
C 2.993171 3.932456 -3.008309 0.0 0.0 0.0 -0.17
C 2.185564 2.663101 -3.229940 0.0 0.0 0.0 -0.10
H -0.803301 3.873178 -2.039844 0.0 0.0 0.0 0.13
H -0.285333 3.865307 -3.731926 0.0 0.0 0.0 0.14
H 1.121972 5.292965 -1.417802 0.0 0.0 0.0 0.12
H 0.260166 6.057468 -2.743769 0.0 0.0 0.0 0.13
H 2.744247 6.071530 -3.120869 0.0 0.0 0.0 0.12
H 1.902109 5.190418 -4.378026 0.0 0.0 0.0 0.13
H 3.344790 3.960990 -1.972936 0.0 0.0 0.0 0.12
H 3.875935 3.892453 -3.647124 0.0 0.0 0.0 0.13
H 2.717801 1.765556 -2.919344 0.0 0.0 0.0 0.13
H 1.906448 2.553579 -4.279897 0.0 0.0 0.0 0.14
```
Positions in Å, forces in eV/Å.

Calculated values
Spin multiplicity ... 2
Frontier orbital gap (spin up / spin down) ... 9.6 / 5.3 eV
Charge ... +2
Relative energy (zero: lowest compared OMol25 entry of this formula, charge and spin) ... 0.0 kJ/mol

=====

2.
The following is a quantum chemistry calculation of the molecule C4H8Se, from OMol25.

The geometry in XYZ format:
```
13
Properties=species:S:1:pos:R:3:forces:R:3:lowdin_charge:R:1
C 1.545403 -0.012379 0.790413 -0.4 -0.7 2.0 -0.16
C 1.041905 -0.499171 -0.491271 0.6 -0.3 -0.9 -0.17
C 0.364352 0.693267 0.190293 -2.3 -3.8 1.3 -0.33
C -1.097760 0.470958 0.763440 2.5 -0.6 0.5 -0.50
Se -2.449941 0.005653 -0.360754 -1.7 -0.4 0.7 0.90
H 1.458168 -0.600052 1.725489 -0.6 0.2 -0.8 0.11
H 2.497649 0.423981 0.825429 1.1 1.1 -0.3 0.08
H 1.690841 -0.409963 -1.340953 0.3 0.9 -0.4 0.09
H 0.688535 -1.504034 -0.603828 -1.2 -0.2 0.6 0.09
H 0.474902 1.621019 -0.217344 0.6 2.3 -1.1 0.08
H -1.187324 -0.249466 1.641993 0.2 0.9 -1.1 0.03
H -2.469298 1.008589 -1.375899 0.2 1.1 -0.4 -0.10
H -2.557436 -0.948408 -1.547010 0.7 -0.6 -0.1 -0.11
```
Positions in Å, forces in eV/Å.

Calculated values
Frontier orbital gap ... 8.0 eV
Charge ... 0
Relative energy (zero: lowest compared OMol25 entry of this formula, charge and spin) ... 422.8 kJ/mol

=====

3.
The following is a quantum chemistry calculation of the molecule C21H32N2O5, from OMol25.

The geometry in XYZ format:
```
60
Properties=species:S:1:pos:R:3:forces:R:3:lowdin_charge:R:1
C -1.586343 -2.748677 -2.245284 0.0 -0.1 -0.2 -0.07
O -1.913840 -2.068827 -1.055731 0.1 0.2 0.5 -0.12
C -0.898467 -1.708412 -0.205784 -0.1 0.0 0.0 -0.17
C 0.428120 -2.026858 -0.446362 0.1 0.0 0.0 0.05
C 1.451055 -1.672054 0.428267 -0.4 0.0 0.0 -0.13
C 2.828500 -2.100842 0.055322 0.1 0.1 0.2 -0.45
O 3.034422 -3.030583 -0.703024 0.0 -0.1 -0.2 0.06
N 3.832577 -1.389777 0.625448 0.1 0.3 0.2 0.07
C 5.221988 -1.641419 0.324985 0.2 0.0 -0.3 -0.18
C 5.832246 -0.586461 -0.598980 -0.1 0.2 0.3 -0.14
C 5.927890 0.791393 0.053432 0.0 -0.2 -0.1 -0.24
O 6.639978 1.625558 -0.834285 -0.1 -0.2 0.0 -0.13
C 6.793303 2.988038 -0.469898 0.0 0.4 0.1 -0.44
C 5.464820 3.749224 -0.423975 0.3 -0.3 -0.1 -0.05
C 7.577209 3.178123 0.831487 -0.1 -0.2 -0.4 -0.05
C 1.128336 -0.990495 1.594214 0.1 -0.1 -0.2 -0.03
C -0.187500 -0.660495 1.842950 -0.2 0.0 -0.1 0.01
C -1.218804 -0.990332 0.964805 0.2 0.0 0.1 -0.18
O -2.449146 -0.608538 1.398957 0.1 -0.2 0.1 0.00
C -3.580136 -0.543661 0.542534 -0.5 0.3 -0.3 -0.32
C -4.781879 -0.256736 1.444507 0.2 -0.2 -0.2 -0.09
C -6.042790 -0.093466 0.592203 0.1 -0.1 0.4 -0.15
N -5.859047 0.961416 -0.374264 0.2 -0.3 -0.2 -0.07
C -6.469530 2.173101 -0.382105 -0.3 0.0 0.2 -0.50
C -7.563990 2.395201 0.641885 0.1 0.2 -0.2 0.00
O -6.169740 3.030934 -1.189978 0.0 0.4 -0.1 0.05
C -4.750562 0.717920 -1.274366 0.3 0.3 -0.2 -0.13
C -3.446186 0.577261 -0.492316 0.0 -0.3 0.1 -0.09
H -1.119718 -3.716254 -2.040062 0.0 0.0 0.0 0.10
H -0.925795 -2.151874 -2.881219 0.0 0.0 0.0 0.10
H -2.534589 -2.906214 -2.757588 0.1 0.0 0.0 0.10
H 0.715683 -2.582978 -1.323944 0.0 -0.1 -0.1 0.11
H 3.611746 -0.563951 1.155402 -0.1 -0.1 -0.1 0.12
H 5.786777 -1.691339 1.262122 0.0 -0.1 -0.1 0.12
H 5.253839 -2.616840 -0.165749 0.1 0.1 0.2 0.12
H 5.238425 -0.509149 -1.510113 0.0 0.0 -0.1 0.12
H 6.838511 -0.897041 -0.880995 0.1 0.0 0.0 0.12
H 4.922538 1.194727 0.240265 0.1 0.0 0.0 0.12
H 6.455236 0.707264 1.015917 -0.1 0.0 0.0 0.12
H 7.392027 3.381179 -1.300699 -0.1 0.0 0.2 0.14
H 5.660379 4.817614 -0.403576 0.0 0.1 0.0 0.08
H 4.891548 3.490352 0.463682 -0.1 0.0 0.1 0.07
H 4.873770 3.518016 -1.306835 -0.1 0.0 -0.1 0.08
H 6.974790 2.906762 1.695794 0.0 0.0 0.1 0.07
H 7.867330 4.220379 0.930180 0.0 0.1 0.1 0.08
H 8.474815 2.564552 0.818879 0.1 0.0 0.0 0.08
H 1.879092 -0.737290 2.327364 0.1 0.0 0.1 0.11
H -0.463179 -0.134651 2.743599 -0.1 0.1 0.1 0.12
H -3.729198 -1.502191 0.033065 0.0 0.2 0.1 0.15
H -4.910837 -1.071360 2.157320 0.0 0.0 0.0 0.12
H -4.587513 0.659988 2.003570 0.0 0.1 0.1 0.13
H -6.900850 0.110576 1.228657 0.0 0.0 -0.1 0.11
H -6.232777 -1.028230 0.048990 -0.1 0.0 0.1 0.13
H -8.362668 1.667218 0.519950 -0.1 -0.1 0.1 0.08
H -7.168470 2.332725 1.653039 0.0 -0.1 0.1 0.08
H -7.968573 3.391152 0.483438 0.0 0.0 0.0 0.08
H -4.696929 1.560546 -1.965294 0.0 -0.2 0.0 0.12
H -4.946271 -0.201368 -1.837995 0.0 0.0 0.0 0.13
H -2.628128 0.360197 -1.178559 0.0 0.0 0.0 0.12
H -3.224749 1.512687 0.025963 0.0 0.0 0.0 0.14
```
Positions in Å, forces in eV/Å.

Calculated values
Frontier orbital gap ... 9.0 eV
Charge ... 0
SMILES ... COc1cc(C(=O)NCCCOC(C)C)ccc1OC1CCN(C(C)=O)CC1
Relative energy (zero: lowest compared OMol25 entry of this formula, charge and spin) ... 214.1 kJ/mol